No. 1
C28H29N4O6SSeTc | the ωB97M-V functional and the def2-TZVPD basis

Positions of all 70 atoms, in Å:
Tc: -0.48486 0.12727 -0.74462
C: -2.68331 -4.57798 0.55706
N: -2.59912 -3.92422 -0.73342
C: -3.39081 -4.21243 -1.80446
C: -3.17215 -3.30810 -2.77120
N: -2.21907 -2.38408 -2.29559
C: -1.87242 -2.78742 -1.00022
S: -1.07252 -1.96345 0.23309
C: -1.70136 -1.37953 -3.07895
C: -2.27874 -1.12771 -4.34273
C: -1.59049 -0.37829 -5.25396
C: -0.32267 0.12361 -4.92450
C: 0.10158 -0.03581 -3.63965
N: -0.58853 -0.71347 -2.68570
H: -3.02461 -5.59680 0.39287
H: -3.37369 -4.04165 1.20842
H: -1.69467 -4.61208 1.01201
H: -4.05382 -5.05899 -1.80066
H: -3.55766 -3.27651 -3.76836
H: -3.25863 -1.50573 -4.57763
H: -2.02628 -0.17963 -6.22309
H: 0.28475 0.66504 -5.63234
H: 1.03110 0.39522 -3.30042
C: 3.56451 -1.45576 -0.31943
C: 4.33136 -0.37362 -0.72961
C: 3.71431 0.79960 -1.13479
C: 2.32439 0.88914 -1.12955
C: 1.53522 -0.19588 -0.70746
C: 2.17719 -1.36632 -0.30363
C: 1.59940 2.10780 -1.52768
C: 2.25672 3.27626 -1.98459
C: 1.52370 4.36358 -2.33800
C: 0.11184 4.32380 -2.24904
C: -0.70266 5.42668 -2.59204
C: -2.06105 5.34201 -2.48891
C: -2.65612 4.14352 -2.04219
C: -1.89573 3.05797 -1.70222
C: -0.48994 3.13575 -1.79667
N: 0.27570 2.04521 -1.44754
H: 4.04793 -2.37208 -0.00711
H: 5.41066 -0.44219 -0.73331
H: 4.32873 1.63473 -1.44000
H: 1.60676 -2.22031 0.03776
H: 3.33291 3.29199 -2.04817
H: 2.00985 5.26231 -2.69646
H: -0.22803 6.33632 -2.93691
H: -2.68410 6.18490 -2.75080
H: -3.73302 4.07542 -1.96782
H: -2.36099 2.13547 -1.37789
C: 0.02629 -1.58096 3.80180
O: 0.49885 -0.57510 2.91273
C: 1.27222 0.40597 3.58552
C: 2.08045 1.23477 2.60716
O: 1.35207 1.82715 1.52715
C: 0.03626 2.16225 1.68541
H: 0.86016 -2.02718 4.35012
H: -0.45994 -2.34488 3.20195
H: -0.69551 -1.17048 4.51409
H: 1.98409 -0.06143 4.27643
H: 0.61514 1.02654 4.20919
H: 2.82614 0.61267 2.11331
H: 2.59999 2.01385 3.17292
H: -0.25040 2.34417 2.72270
H: -0.74619 0.35771 1.83355
H: -0.20770 3.02397 1.06731
O: -2.26522 -1.44993 1.29333
Se: -3.59682 -0.38698 0.50864
O: -2.64465 0.15557 -0.78357
O: -0.80757 1.09426 1.19414
O: -4.57446 -1.51205 -0.09906

Atomic forces in eV per Å
-0.5 0.0 0.2
0.1 0.0 0.0
0.0 -0.1 -0.1
-0.1 0.0 -0.1
0.1 0.1 0.1
-0.5 0.1 0.1
0.4 0.0 -0.1
0.2 -0.1 -0.2
0.2 -0.1 -0.1
0.1 0.0 0.2
0.1 0.1 0.0
-0.1 -0.1 -0.1
0.0 0.0 0.1
-0.2 0.1 -0.3
0.0 0.0 0.1
0.0 0.0 0.0
0.0 0.0 0.0
0.0 0.0 0.0
0.0 0.0 0.0
0.0 0.0 0.0
0.0 0.0 0.0
0.0 0.0 0.0
0.0 0.0 0.0
-0.1 0.0 0.0
0.0 0.0 0.0
-0.1 0.0 0.0
0.0 0.1 0.0
0.0 -0.1 0.1
0.2 0.1 0.0
0.2 0.0 0.0
-0.1 0.0 0.1
0.0 0.0 0.0
0.0 0.1 0.0
0.0 0.0 0.0
0.0 -0.1 0.0
0.0 0.0 0.0
0.0 0.0 -0.1
0.0 -0.2 0.0
0.0 -0.1 0.0
0.0 0.0 0.0
0.0 0.0 0.0
0.0 0.0 0.0
0.0 0.0 0.0
0.0 0.0 0.0
0.0 0.0 0.0
0.0 0.0 0.0
0.0 0.0 0.0
0.0 0.0 0.0
0.0 0.1 0.0
0.0 0.0 0.0
0.1 0.0 0.0
0.0 0.1 0.1
-0.1 -0.1 0.0
0.3 0.4 0.0
-0.3 -0.2 0.0
0.0 0.0 0.0
0.0 0.0 0.0
0.0 0.0 0.0
0.0 -0.1 -0.1
0.0 0.0 0.0
0.0 -0.1 0.0
0.0 0.0 0.0
0.0 0.1 0.0
0.1 0.0 0.2
0.1 0.0 0.0
-0.2 0.3 0.3
-0.3 -0.1 -0.1
0.2 0.1 0.0
0.0 -0.1 -0.1
0.1 0.1 0.0

Values from the calculation:
Spin multiplicity: 4
Kohn-Sham gap (spin up / spin down) in Eh: 0.21025 / 0.26783
LUMO energy (spin up / spin down) in hartree: -0.103 / -0.129
Net charge: +1
⟨S²⟩: 3.779
Energy relative to the best compared isomer or geometry (same formula, charge and spin) in kcal/mol: 0.00
Highest occupied orbital energy (spin up / spin down) in hartree: -0.3131 / -0.3967

***

No. 2
C55H43As2Cl4N3O4Ti | the ωB97M-V functional and the def2-TZVPD basis

Positions of all 112 atoms, in Å:
Ti: 1.09839 -0.13330 -0.74736
C: -0.28907 3.19504 3.93453
O: 0.97763 3.11906 3.27489
C: 0.89281 2.06636 2.40487
N: -0.18980 1.40839 2.42072
C: -0.88663 1.81432 3.66373
C: -2.39275 1.82625 3.79733
C: -2.87924 2.08734 5.08298
C: -4.23806 2.18584 5.33085
C: -5.14877 2.01230 4.29431
C: -4.67831 1.72819 3.02345
C: -3.31099 1.64037 2.78000
C: 2.16487 1.73100 1.73208
C: 3.26493 2.26942 2.34272
C: 4.57652 1.81224 2.09355
C: 4.72419 0.80210 1.19868
C: 3.61265 0.33712 0.49518
N: 2.27555 0.79294 0.68113
C: 3.79280 -0.60491 -0.51444
N: 2.78489 -1.03940 -1.24456
C: 3.35061 -1.78095 -2.39760
C: 4.82780 -1.95755 -1.96763
O: 5.01210 -1.06041 -0.85566
C: 3.25969 -1.07788 -3.73453
C: 3.75082 0.21358 -3.89998
C: 3.73979 0.80661 -5.15140
C: 3.23851 0.11566 -6.25059
C: 2.73868 -1.16680 -6.08846
C: 2.75055 -1.75941 -4.83095
H: -0.90003 3.98720 3.49748
H: -0.11869 3.40013 4.98839
H: -0.53823 1.11954 4.43074
H: -2.17812 2.20607 5.90479
H: -4.58807 2.39384 6.33504
H: -6.21219 2.09325 4.48189
H: -5.37557 1.57521 2.20608
H: -2.96086 1.42500 1.78942
H: 3.09667 3.01520 3.10006
H: 5.42371 2.22327 2.62556
H: 5.68633 0.35890 0.97998
H: 2.84232 -2.73866 -2.47575
H: 5.50753 -1.67111 -2.76338
H: 5.05842 -2.97056 -1.63698
H: 4.13719 0.76313 -3.04864
H: 4.11506 1.81583 -5.27159
H: 3.21762 0.58915 -7.22460
H: 2.33302 -1.70546 -6.93759
H: 2.35617 -2.76323 -4.70306
Cl: -1.93111 -1.61944 -6.51134
C: -1.07028 -0.80682 -5.25649
C: -0.67056 0.51484 -5.41921
Cl: -1.03345 1.36025 -6.87983
C: 0.01377 1.16833 -4.38962
Cl: 0.38815 2.85175 -4.48363
C: 0.33711 0.49368 -3.22516
O: 1.01285 1.04659 -2.20654
C: -0.09092 -0.84053 -3.04895
O: 0.19885 -1.41315 -1.86994
C: -0.79380 -1.47316 -4.05866
Cl: -1.30644 -3.10052 -3.78406
C: -2.21240 -0.57416 0.92352
C: -1.55379 -1.94781 0.69125
As: 0.37447 -1.88134 1.07965
C: 0.35908 -1.57651 3.00828
C: -0.72061 -1.92786 3.80980
C: -0.66207 -1.74578 5.18739
C: 0.48128 -1.21977 5.77529
C: 1.56955 -0.87783 4.98138
C: 1.50562 -1.05551 3.60509
C: 0.78794 -3.78053 1.18412
C: 1.88291 -4.18001 1.94713
C: 2.21643 -5.52276 2.03958
C: 1.46555 -6.47327 1.35702
C: 0.38896 -6.07480 0.57980
C: 0.05392 -4.72959 0.48689
As: -1.35512 0.65868 -0.37490
C: -1.60772 2.59410 -0.20831
C: -0.43760 3.34913 -0.23427
C: -0.48880 4.73662 -0.26166
C: -1.71663 5.38288 -0.26939
C: -2.88796 4.63628 -0.27180
C: -2.83232 3.25112 -0.25493
C: -2.65914 0.40827 -1.82409
C: -3.45212 -0.72972 -1.92539
C: -4.32878 -0.89206 -2.99172
C: -4.42696 0.08379 -3.97167
C: -3.64218 1.22595 -3.87853
C: -2.76405 1.38286 -2.81754
H: -2.01121 -0.22824 1.92995
H: -3.28633 -0.61656 0.76975
H: -1.60810 -2.23401 -0.35802
H: -2.03372 -2.72950 1.27596
H: -1.61070 -2.36195 3.37243
H: -1.51299 -2.01798 5.80138
H: 0.52313 -1.07673 6.84880
H: 2.46825 -0.47009 5.43032
H: 2.35762 -0.78942 2.98958
H: 2.46800 -3.44131 2.47850
H: 3.06124 -5.82864 2.64554
H: 1.72775 -7.52222 1.42657
H: -0.19185 -6.81224 0.03997
H: -0.77755 -4.42557 -0.13643
H: 0.52416 2.86026 -0.25905
H: 0.43081 5.30868 -0.29079
H: -1.76295 6.46522 -0.29070
H: -3.85081 5.13289 -0.29629
H: -3.75239 2.68189 -0.29568
H: -3.40004 -1.51579 -1.18516
H: -4.92401 -1.79503 -3.06059
H: -5.10416 -0.04769 -4.80677
H: -3.70052 1.99211 -4.64275
H: -2.14770 2.26951 -2.77080

Atomic forces in eV per Å
1.0 -0.1 1.5
0.0 -0.2 0.0
0.1 0.1 0.1
0.4 0.1 -0.2
-0.8 -0.6 -0.1
-0.1 0.2 -0.1
0.0 0.1 0.1
0.0 -0.1 0.0
0.0 0.0 0.0
0.0 0.0 0.0
0.0 0.0 0.0
-0.1 0.2 0.0
0.2 0.2 0.1
-0.4 -0.1 0.0
0.5 -0.1 -0.1
0.2 0.5 0.4
0.0 -0.9 -0.7
-0.2 0.0 -0.4
0.3 0.8 1.0
0.5 0.1 -0.7
0.0 -0.1 0.3
-0.1 -0.1 0.2
0.4 -0.3 -0.4
-0.2 0.0 0.2
0.0 0.0 0.0
0.0 0.0 0.0
-0.1 0.1 0.1
0.0 0.0 0.0
-0.1 0.0 -0.1
0.1 0.1 -0.1
0.0 0.0 0.0
0.2 -0.1 0.1
0.0 0.0 -0.1
0.0 0.0 0.0
0.0 0.0 0.0
0.0 0.0 0.0
-0.1 0.3 -0.1
0.0 0.0 0.1
-0.1 0.0 0.0
0.0 0.0 0.0
0.0 -0.1 0.0
0.1 0.0 0.0
-0.1 0.0 0.0
0.0 0.0 0.0
0.0 0.0 0.0
0.0 0.0 0.0
0.0 0.0 0.1
0.0 0.1 0.0
0.0 0.0 0.0
0.0 0.1 0.0
0.0 -0.1 0.0
0.0 0.0 0.1
0.0 0.1 -0.1
0.1 -0.1 0.0
-0.1 0.0 -0.1
-0.3 0.2 -1.0
0.1 0.0 -0.2
-0.2 0.0 -0.7
0.0 -0.1 0.0
0.0 0.0 0.0
0.5 -0.2 0.0
0.0 0.2 0.1
-1.0 -0.4 0.8
0.2 0.1 0.0
0.0 0.0 0.0
0.0 0.0 0.0
0.0 0.0 0.0
0.0 0.0 0.0
0.0 0.0 0.0
0.2 0.1 -0.3
-0.1 -0.1 0.0
0.0 0.0 0.0
0.1 0.0 0.0
0.0 0.0 0.0
0.0 0.0 -0.1
-1.5 0.4 0.2
0.2 -0.1 0.1
-0.1 0.0 0.0
0.0 0.0 0.0
0.0 0.0 0.0
0.0 0.0 0.0
-0.1 -0.1 0.1
0.2 0.0 -0.2
0.0 0.0 0.0
0.0 0.0 0.0
0.0 0.0 0.0
0.0 0.0 0.0
0.0 -0.1 0.0
0.1 -0.1 0.0
-0.1 0.0 0.0
0.0 -0.1 -0.1
-0.1 0.0 0.1
0.0 0.0 0.0
0.0 0.0 0.0
0.0 0.0 0.0
0.0 0.0 0.0
0.0 0.1 0.0
0.0 0.0 0.1
0.0 0.0 0.0
0.0 0.0 0.0
0.0 0.0 0.0
0.0 0.0 0.0
0.2 -0.1 0.0
0.0 0.0 0.0
0.0 0.0 0.0
0.0 0.0 0.0
0.0 0.0 0.0
0.0 0.0 0.0
0.0 0.0 0.0
0.0 0.0 0.0
0.0 0.0 0.0
0.0 0.1 0.0

Values from the calculation:
Kohn-Sham gap (spin up / spin down) in Eh: 0.21280 / 0.20735
LUMO energy (spin up / spin down) in hartree: 0.005 / 0.000
Energy relative to the best compared isomer or geometry (same formula, charge and spin) in kcal/mol: 0.00
Highest occupied orbital energy (spin up / spin down) in hartree: -0.2076 / -0.2075

***

No. 3
C14H28N2O2 | the ωB97M-V functional and the def2-TZVPD basis

Positions of all 46 atoms, in Å:
C: 1.06470 -2.18754 4.67746
N: 1.12462 -3.32995 3.80270
C: 0.09612 -3.89704 3.12517
O: 0.26815 -4.87845 2.42386
C: -1.27920 -3.26505 3.25670
C: -1.39692 -1.96693 2.45054
C: -1.16157 -2.20040 0.96007
C: -1.27008 -0.90530 0.15933
C: -1.00486 -1.13659 -1.32627
C: -1.20541 0.11574 -2.17982
C: -0.19161 1.21571 -1.87792
C: -0.32969 2.39144 -2.84153
C: 0.63197 3.50982 -2.47789
O: 1.32418 3.47835 -1.47800
N: 0.66473 4.56140 -3.33628
C: -0.10520 4.63579 -4.55385
H: -1.14702 4.36689 -4.37912
H: -0.07488 5.65927 -4.92311
H: 0.29992 3.97780 -5.32967
C: 1.60449 5.63459 -3.10145
H: 1.08002 6.58759 -3.00373
H: 2.13256 5.41677 -2.17523
H: 2.32361 5.70233 -3.92117
H: -1.35153 2.77902 -2.80158
H: -0.13398 2.06323 -3.86484
H: 0.82097 0.81523 -1.95053
H: -0.32328 1.58690 -0.86188
H: -1.11934 -0.16473 -3.23333
H: -2.21669 0.50021 -2.02320
H: -1.68017 -1.91724 -1.68549
H: 0.01648 -1.50091 -1.45599
H: -0.55190 -0.18330 0.55140
H: -2.27058 -0.48366 0.28660
H: -0.17114 -2.63553 0.81434
H: -1.89101 -2.92322 0.58860
H: -0.67855 -1.22933 2.81286
H: -2.39811 -1.55318 2.59785
H: -1.52991 -3.09122 4.30443
H: -1.98733 -3.99349 2.85737
C: 2.45548 -3.86785 3.62755
H: 3.12343 -3.10135 3.22754
H: 2.39580 -4.70012 2.92962
H: 2.85213 -4.22192 4.58200
H: 0.04420 -1.94355 4.95274
H: 1.52166 -1.31282 4.20255
H: 1.62472 -2.40739 5.59057

Atomic forces in eV per Å
-0.1 0.2 0.0
0.4 0.1 0.1
-0.4 0.0 0.1
-0.1 -0.2 -0.3
0.0 0.1 0.0
0.0 -0.3 -0.1
-0.1 0.4 0.2
0.1 -0.4 -0.2
-0.2 0.3 0.1
0.3 -0.1 0.1
-0.3 0.1 -0.2
0.2 -0.2 0.4
-0.3 0.0 -0.2
0.1 -0.2 0.3
0.1 0.3 0.0
-0.1 -0.2 -0.1
0.0 0.0 -0.1
0.0 0.0 0.0
-0.1 0.1 -0.1
0.2 0.0 0.2
0.0 0.0 0.0
0.0 0.1 -0.1
0.0 0.0 0.0
0.0 0.0 -0.1
-0.1 0.0 -0.1
0.0 0.0 0.1
0.1 0.0 0.0
-0.1 0.0 -0.1
-0.1 0.0 -0.1
0.0 -0.1 0.0
0.0 -0.1 0.0
0.0 0.1 0.1
0.0 0.1 0.0
0.0 -0.1 -0.1
0.0 -0.1 0.0
0.0 0.1 0.0
0.0 0.1 0.0
0.0 0.0 0.0
0.1 0.0 0.1
0.0 -0.2 -0.2
0.0 0.0 0.0
0.1 0.1 0.1
0.0 0.0 0.0
0.0 0.0 0.0
0.0 0.0 0.1
-0.1 0.0 0.0

Values from the calculation:
Kohn-Sham gap in Eh: 0.36334
LUMO energy in hartree: 0.029
SMILES: CN(C)C(=O)CCCCCCCCC(=O)N(C)C
Energy relative to the best compared isomer or geometry (same formula, charge and spin) in kcal/mol: 22.65
Highest occupied orbital energy in hartree: -0.3346

***

No. 4
C6H14N3O2 | the ωB97M-V functional and the def2-TZVPD basis

Positions of all 25 atoms, in Å:
C: 2.29462 -0.57170 1.79720
C: -0.60440 0.94401 -1.33191
C: -0.36133 -0.48358 -1.79369
C: 0.13093 1.09278 -0.00491
C: -0.68870 -1.23045 -0.48303
C: 0.14074 -0.33877 0.53960
N: -1.32042 0.07136 2.18978
N: 1.14792 -0.99572 1.22097
N: 1.59233 1.55954 -0.27237
O: 2.83114 0.55164 1.65098
O: -0.34736 -2.58849 -0.14893
H: 2.74117 -1.25338 2.50721
H: -0.32956 1.78419 -2.01432
H: -1.62447 1.11929 -1.11886
H: -1.13021 -0.76544 -2.53227
H: 0.70462 -0.56568 -2.17494
H: -0.23845 1.86798 0.68560
H: -1.73474 -0.99979 -0.13935
H: -0.79930 -0.22086 2.99880
H: -1.94458 -0.61608 1.97672
H: 0.72093 -1.84032 1.59030
H: 1.61179 2.56358 -0.37464
H: 1.99498 1.20843 -1.10421
H: 2.30766 1.13260 0.54120
H: -1.08845 -3.22494 -0.50932

Atomic forces in eV per Å
-0.1 1.4 0.3
0.8 1.4 -0.2
-0.2 -0.5 -0.6
2.2 0.0 -0.1
0.8 0.6 2.8
-3.6 1.2 1.9
3.9 2.4 -2.3
0.5 -0.1 0.5
-0.4 -0.5 1.0
-0.5 -1.5 -0.3
-2.4 -0.7 -2.1
0.0 -0.5 0.0
0.0 -0.9 0.2
-1.3 0.0 0.1
0.8 0.1 -0.2
-1.3 -0.5 0.4
-0.1 -0.8 -0.2
0.7 -0.4 -1.0
0.3 -0.3 0.4
-2.3 -2.6 -0.6
0.7 -0.5 -0.2
0.1 0.4 0.3
0.1 -0.7 -1.5
-0.9 1.0 0.1
2.2 1.9 1.0

Values from the calculation:
Kohn-Sham gap (spin up / spin down) in Eh: 0.30436 / 0.31024
LUMO energy (spin up / spin down) in hartree: -0.152 / -0.153
Net charge: +1
Energy relative to the best compared isomer or geometry (same formula, charge and spin) in kcal/mol: 58.48
Highest occupied orbital energy (spin up / spin down) in hartree: -0.4560 / -0.4632

***

No. 5
C3H7S | the ωB97M-V functional and the def2-TZVPD basis

Positions of all 11 atoms, in Å:
S: -1.81555 -0.28706 1.22632
H: -2.44105 0.55376 0.35599
C: 1.46998 -1.03558 -0.54017
C: 1.65801 0.37661 -1.06250
C: 0.76717 1.36900 -1.02910
H: 1.80773 -1.78180 -1.26250
H: 0.46159 -1.25539 -0.19125
H: 2.16942 -1.06237 0.30149
H: 2.69652 0.66170 -1.22907
H: 1.09655 2.31898 -1.42317
H: -0.25645 1.17204 -0.73466

Atomic forces in eV per Å
-0.3 0.2 -0.3
0.2 -0.3 0.3
0.5 0.8 -0.1
-0.2 0.1 0.8
0.3 -0.9 -0.7
0.0 0.0 -0.1
0.0 0.2 0.0
-0.2 -0.5 0.2
0.0 -0.2 -0.5
-0.2 0.4 0.3
0.0 0.2 0.1

Values from the calculation:
Kohn-Sham gap in Eh: 0.24350
LUMO energy in hartree: 0.151
Net charge: -1
Energy relative to the best compared isomer or geometry (same formula, charge and spin) in kcal/mol: 14.76
Highest occupied orbital energy in hartree: -0.0928